Here is the molecule CH2N2S4 at a distorted geometry from the Open Molecules 2025 dataset. Energies are from ωB97M-V/def2-TZVPD.

```
9
Properties=species:S:1:pos:R:3:mulliken_charge:R:1
C 1.856 -0.402 -0.022 0.352
N 0.568 -0.429 0.495 -0.275
N -1.717 0.859 0.240 -0.238
S 2.710 -1.765 -0.085 -0.317
S 2.070 1.217 -0.609 -0.291
S -0.151 1.048 0.603 0.341
S -2.414 -0.147 -0.828 -0.028
H 0.593 -1.086 1.320 0.278
H -3.515 0.704 -1.115 0.179
```

Summary:
Calculated total energy   -1741.45997 Ha
F_max   3.0 eV Å⁻¹
HOMO (spin up / spin down)   -0.3169 / -0.3167 hartree
Orbital gap (spin up / spin down)   6.8 / 6.6 eV